(1)
DFT (wB97M-V/def2-TZVPD) results for a cluster of 2 separate species, C8H13I2N4 in total at a distorted geometry.

Each line ends with the natural charge from an NBO analysis.
CARTESIAN COORDINATES (ANGSTROEM)
C -0.4526 -1.2412 -0.2111  0.0418
C 0.9060 -1.8651 0.1566  0.2310
C 2.0447 0.1469 0.0389  0.2260
C -2.2589 1.0766 1.2963  0.1622
C 0.7964 0.9985 0.3663  -0.1602
C 1.0086 -3.3200 -0.0446  -0.6545
C 0.3479 1.6305 -2.2249  -0.6280
C 0.5422 2.0846 -0.7502  -0.4022
N 2.0340 -1.1226 0.0058  -0.4684
N -0.0829 -1.3193 1.1500  -0.2297
N -2.6577 0.1806 2.1454  -0.6620
N -0.2937 -0.0158 0.5278  -0.2776
I 3.8964 1.1868 -0.3435  0.1851
I -3.3542 1.2993 -0.5612  0.2789
H -1.2624 -1.6253 -0.6008  0.2045
H 0.8567 1.5304 1.3116  0.2371
H 0.4989 -3.6317 -0.9839  0.2419
H 0.5384 -3.8753 0.8352  0.2466
H 2.1205 -3.6432 -0.0436  0.2699
H -0.4814 2.2609 -2.5937  0.2322
H 0.2321 0.4485 -2.1614  0.2047
H 1.1911 1.7805 -2.8698  0.2377
H -0.3496 2.6756 -0.4272  0.1985
H 1.3561 2.7669 -0.5989  0.2433
H -2.2117 0.2335 3.0126  0.4181
H -3.2077 -0.5616 2.0178  0.4217
H -1.7572 1.9212 1.5508  0.2014

Properties
energy relative to the best compared isomer or geometry (same formula, charge and spin)	51.5	kcal per mole
net charge	+1
highest occupied orbital energy	-12.225	eV



(2)
DFT (wB97M-V/def2-TZVPD) results for a structure of composition C8H13InLaN at a distorted geometry.

Each line ends with the Mulliken charge.
CARTESIAN COORDINATES (ANGSTROEM)
N -2.5915 0.0857 1.1752  -0.6226
C -2.1885 -1.2480 0.7224  -0.1645
C -0.8721 -1.7677 1.4278  -0.5478
In 0.5029 -2.3106 -0.2592  0.5666
C 0.9794 -0.1402 -0.7361  0.0818
C 1.9819 0.4828 0.0954  -0.7130
C 2.2934 1.8686 -0.1166  -0.7549
C 1.6001 2.5498 -1.1151  -0.2997
C 0.6325 1.9436 -1.9542  -0.5559
C 0.3102 0.5866 -1.7598  -0.2059
H -2.9577 0.6223 0.3866  0.3351
H -1.7933 0.5748 1.5574  0.2094
H -2.9396 -2.0389 0.8694  0.3709
H -2.0107 -1.1797 -0.3702  0.2033
H -0.3158 -0.9361 1.9330  -0.3537
H -1.0820 -2.5766 2.1428  0.4201
H -0.2675 -3.1560 -1.6032  -0.2106
H 1.8992 -3.2814 0.2148  -0.2291
H 2.4742 -0.1088 0.8755  0.6286
H 3.0558 2.3248 0.5227  0.5515
H 1.8330 3.6106 -1.2487  0.4214
H 0.1095 2.4901 -2.7462  0.4317
H -0.4416 0.0369 -2.3335  0.4169
La -0.2117 1.5676 2.3198  2.0205

Properties
net charge	+2
highest occupied orbital energy	-14.370	eV



(3)
DFT (wB97M-V/def2-TZVPD) results for an isolated molecule of C8H13N at a distorted geometry.

Each line ends with the natural charge from an NBO analysis.
CARTESIAN COORDINATES (ANGSTROEM)
C -0.9948 1.9304 -0.5141  -0.1533
C -1.8691 1.4004 0.3506  -0.2394
C -1.1841 0.2270 1.1589  -0.0839
C 0.2275 0.7117 1.0357  -0.4006
C 0.1907 0.9049 -0.4782  -0.3428
C 1.4434 0.4822 -1.0783  -0.3963
C 1.2151 -1.0863 -1.0726  -0.3891
C 0.3139 -1.6805 0.1428  -0.2287
N -1.0309 -1.1046 0.3968  -0.6842
H -0.9902 2.7964 -1.2620  0.2296
H -2.9612 1.5658 0.4768  0.2182
H -1.5281 0.0254 2.2100  0.1997
H 0.8596 -0.1139 1.4808  0.2061
H 0.3804 1.6704 1.5940  0.2151
H -0.5169 0.1120 -0.8013  0.2772
H 1.6479 0.8340 -2.0674  0.2128
H 2.3945 0.6570 -0.5385  0.2003
H 0.6972 -1.4168 -1.9955  0.2064
H 2.1805 -1.6345 -0.9091  0.2059
H 0.2045 -2.7516 -0.1397  0.2116
H 0.9487 -1.7610 1.0337  0.1612
H -1.6288 -1.7683 0.9765  0.3744

Properties
energy relative to the best compared isomer or geometry (same formula, charge and spin)	98.3	kcal per mole
net charge	0
highest occupied orbital energy	-8.254	eV



(4)
DFT (wB97M-V/def2-TZVPD) results for an isolated molecule of C8H13N at a distorted geometry.

Each line ends with the natural charge from an NBO analysis.
CARTESIAN COORDINATES (ANGSTROEM)
C -1.0942 -0.9981 0.8119  -0.0679
C 1.5474 0.5561 0.9185  -0.4626
C -1.9011 0.0538 0.1748  -0.5386
C -1.0166 -2.3572 0.2121  -0.6824
C 0.9852 2.0572 -1.2152  -0.5949
C 1.1143 -0.3177 -0.1676  0.2862
C 0.4643 1.0110 -0.2430  -0.1530
C -0.9001 1.1494 0.1852  -0.0718
N 1.5992 -1.1446 -1.0064  -0.6353
H -0.8680 -0.8942 1.8633  0.1877
H 2.3703 -1.6726 -0.5921  0.3330
H 1.1121 0.5029 1.9040  0.2259
H 2.5477 0.9831 0.8716  0.2178
H -2.2853 -0.1993 -0.8214  0.2240
H -2.7511 0.3293 0.8119  0.2358
H -1.2078 2.1269 0.5523  0.1819
H -0.5415 -2.3501 -0.7739  0.2431
H -2.0316 -2.7472 0.0459  0.2130
H -0.4836 -3.0588 0.8543  0.2155
H 2.0607 1.9598 -1.3609  0.2144
H 0.7796 3.0631 -0.8393  0.2106
H 0.5002 1.9472 -2.1859  0.2177

Properties
energy relative to the best compared isomer or geometry (same formula, charge and spin)	118.5	kcal per mole
net charge	0
highest occupied orbital energy (spin up / spin down)	-7.472 / -7.570	eV



(5)
DFT (wB97M-V/def2-TZVPD) results for a structure of composition C8H13N at a distorted geometry.

Each line ends with the natural charge from an NBO analysis.
CARTESIAN COORDINATES (ANGSTROEM)
C 2.2805 0.5531 -0.1121  -0.3894
C 1.9110 -0.9817 0.0619  -0.3920
C 0.5129 -0.6038 -0.2942  -0.0945
C 0.7800 0.6976 0.2979  -0.2318
C -0.2847 1.6316 -0.0446  -0.4021
C -1.5081 0.7712 0.2078  -0.2430
C -1.6823 -0.2237 -0.9302  -0.2428
C -1.3284 -0.6202 1.0196  -0.2450
H 3.1705 0.8603 0.4415  0.2199
H 2.5415 0.5066 -1.2902  0.1996
H 2.3867 -1.7988 -0.5073  0.1998
H 2.0852 -1.3997 1.0074  0.2015
H 0.4904 -0.5690 -1.3305  0.1799
H 0.8369 0.5963 1.3767  0.2020
H -0.1593 2.4791 0.6911  0.2015
H -0.2370 1.9225 -1.0844  0.2127
H -2.3103 1.4843 0.3692  0.2117
H -1.2429 -0.1494 -1.9269  0.1885
H -2.7424 -0.3296 -1.0268  0.2062
H -0.6812 -0.5574 1.9412  0.1884
H -2.2224 -1.2646 1.2667  0.2158
N -0.8573 -1.3035 -0.1665  -0.3869

Properties
energy relative to the best compared isomer or geometry (same formula, charge and spin)	107.3	kcal per mole
net charge	0
highest occupied orbital energy	-8.837	eV



(6)
DFT (wB97M-V/def2-TZVPD) results for the ion C8H13N2O with charge +1 at a distorted geometry.

Each line ends with the natural charge from an NBO analysis.
CARTESIAN COORDINATES (ANGSTROEM)
C -0.5745 1.4924 1.1802  -0.4040
N -0.1759 0.8365 -0.1308  -0.3096
C 0.9237 0.1136 -0.5377  -0.2155
C 2.1256 -0.1247 -0.0376  0.5311
N 3.0168 -0.6270 -0.8893  -0.7628
O 2.5771 -0.1238 1.2265  -0.6340
C -1.2658 0.5107 -0.8522  0.1992
C -2.4732 -0.1473 -0.2085  -0.5196
C -1.6841 -1.3381 0.2114  0.0147
C -0.4579 -1.9198 -0.0843  -0.1046
C -0.7131 -1.5909 1.3125  -0.4563
H -1.0327 2.3779 0.8362  0.2308
H -1.2324 0.7511 1.7665  0.2500
H 0.3430 1.6975 1.6914  0.2109
H 0.7212 -0.1406 -1.5897  0.2281
H 2.9368 -0.8062 -1.9172  0.4259
H 3.9138 -1.0334 -0.5369  0.4269
H 2.5249 0.8925 1.4465  0.5053
H -1.2008 0.2294 -1.9210  0.2250
H -3.2327 0.2428 0.5486  0.2852
H -3.0935 -0.4226 -1.1576  0.2638
H -0.1366 -2.6472 -0.6641  0.2179
H -0.8734 -2.3226 2.0538  0.2271
H 0.0190 -0.7820 1.7883  0.1646

Properties
energy relative to the best compared isomer or geometry (same formula, charge and spin)	167.1	kcal per mole
net charge	+1
highest occupied orbital energy (spin up / spin down)	-12.119 / -12.118	eV



What is the net charge in the first record? +1



Number 5 is which compound? C8H13N